24
Properties=species:S:1:pos:R:3:lowdin_charge:R:1 method="wB97M-V/def2-TZVPD" lumo_ev=0.68 largest_force_ha_per_bohr=0.13365 homo_ev=-7.95 de_lowest_kj_mol=277.7 total_energy_ha=-426.4670
C 1.24 -1.94 -1.16 -0.054
C -0.14 -1.34 -0.75 -0.216
C -0.76 -0.11 -1.46 -0.060
C -1.78 0.55 -0.94 -0.054
C -2.36 0.06 0.28 -0.361
O -3.43 0.52 0.93 0.019
C -1.84 -1.06 0.91 -0.065
C -0.75 -1.75 0.47 -0.070
H 1.44 -1.95 -2.16 0.017
H 1.18 -3.05 -0.76 0.110
H 1.99 -1.25 -0.62 0.089
H -0.15 0.12 -2.24 0.072
H -2.45 1.24 -1.36 0.097
H -3.81 1.25 0.20 0.202
H -2.35 -1.38 1.79 0.111
H -0.09 -2.53 1.07 0.147
C 1.10 1.75 0.42 -0.163
C 2.45 1.43 1.08 -0.149
H 0.21 1.25 0.79 0.040
H 0.95 2.86 0.38 0.084
H 1.02 1.18 -0.55 0.049
H 2.39 1.41 2.13 0.037
H 3.22 2.26 0.80 0.103
H 2.72 0.48 0.73 0.016